Entry 1:
Entry from the OMol25 dataset: C4H9N4 as an isolated structure in a non-equilibrium geometry (the ωB97M-V functional and the def2-TZVPD basis).

Results
* energy: -376.4554 hartree
* ΔE to the lowest compared entry with this formula, charge and spin: 398.1 kJ/mol

Structure (ORCA input):
```
! wB97M-V def2-TZVPD RIJCOSX def2/J DEFGRID3
* xyz 1 1
N -0.14226 0.17329 1.92927
N -1.12879 -1.12894 -1.57564
N -0.09974 -2.06630 1.33180
N -0.17781 -1.87712 -1.53259
C 0.58478 0.67731 -1.29488
C -0.02361 -0.57316 -0.83941
C -0.12674 -0.81991 1.10078
C -0.13327 1.88758 -0.86791
H 0.60721 0.58457 -2.39170
H 0.24233 1.92845 0.14152
H 0.12302 -2.54652 2.17086
H -0.09998 0.01230 2.90783
H -1.19222 1.72194 -0.90076
H 1.64678 0.87470 -0.84975
H -0.20734 1.20589 1.48711
H -0.15236 -2.72132 0.56245
H 0.28000 2.66723 -1.37898
*
```

Atom charges from the Löwdin analysis, given in e for atoms 1 to 8: atom 1 (N): 0.20, atom 2 (N): 0.17, atom 3 (N): 0.21, atom 4 (N): 0.17, atom 5 (C): -0.24, atom 6 (C): -0.28, atom 7 (C): -0.22, atom 8 (C): -0.08

---

Entry 2:
Entry from the OMol25 dataset: an isolated ion of composition C4H9N4 and charge +1 in a non-equilibrium geometry (the ωB97M-V functional and the def2-TZVPD basis).

Results
* energy: -376.5552 hartree
* SMILES: CN1CNC(=[NH2+])C=N1
* ΔE to the lowest compared entry with this formula, charge and spin: 136.0 kJ/mol

Structure (ORCA input):
```
! wB97M-V def2-TZVPD RIJCOSX def2/J DEFGRID3
* xyz 1 1
N 0.16358 1.23425 -0.32277
N 0.42131 -2.55496 1.21860
N -0.68195 -1.15702 -0.24481
N 0.99119 0.90744 0.55158
C -0.78328 -0.00740 -1.08399
C 0.32676 -1.38163 0.60340
C 1.20308 -0.31334 0.94616
C -0.19730 2.57875 -0.62210
H -0.32212 -0.12578 -2.06319
H -1.79947 0.37004 -1.13606
H -0.19884 2.73296 -1.70125
H -0.17907 -3.33356 0.99527
H 1.99208 -0.45737 1.66042
H 0.52974 3.24191 -0.15449
H -1.18745 2.81314 -0.22475
H -1.41285 -1.85261 -0.33635
H 1.13458 -2.69481 1.91433
*
```

Atom charges from the Löwdin analysis, given in e for atoms 1 to 8: atom 1 (N): -0.12, atom 2 (N): 0.21, atom 3 (N): 0.09, atom 4 (N): 0.09, atom 5 (C): 0.03, atom 6 (C): -0.31, atom 7 (C): -0.07, atom 8 (C): -0.03

---

Entry 3:
Entry from the OMol25 dataset: a 2-piece molecular cluster, C4H9N4 overall in a non-equilibrium geometry (the ωB97M-V functional and the def2-TZVPD basis).

Results
* energy: -376.4572 hartree
* ΔE to the lowest compared entry with this formula, charge and spin: 393.2 kJ/mol

Structure (ORCA input):
```
! wB97M-V def2-TZVPD RIJCOSX def2/J DEFGRID3
* xyz 1 1
N 1.51106 -1.11119 -0.51363
N 0.57840 -0.51587 0.26430
N 0.98634 0.74149 0.44453
N -0.73734 -2.23215 0.45958
C 2.39456 -0.23388 -0.83614
C 2.05197 0.98859 -0.27102
C -0.58950 -1.01696 0.85980
C -2.14904 1.19121 -0.12072
H -1.76943 2.10512 -0.63159
H 2.51673 1.92011 -0.21775
H 3.27964 -0.34359 -1.47836
H -2.33407 1.43929 1.01430
H -1.47531 -2.84854 0.88807
H -3.15885 0.91601 -0.37405
H 0.61373 1.46364 1.04475
H -1.51739 0.30404 -0.20675
H -0.20150 -2.76731 -0.32533
*
```

Atom charges from the Löwdin analysis, given in e for atoms 1 to 8: atom 1 (N): 0.17, atom 2 (N): -0.13, atom 3 (N): 0.15, atom 4 (N): 0.10, atom 5 (C): -0.06, atom 6 (C): 0.04, atom 7 (C): -0.09, atom 8 (C): -0.06

---

Entry 4:
Entry from the OMol25 dataset: an isolated ion of composition C4H9N4 and charge +1 in a non-equilibrium geometry (the ωB97M-V functional and the def2-TZVPD basis).

Results
* energy: -376.3705 hartree
* ΔE to the lowest compared entry with this formula, charge and spin: 620.9 kJ/mol

Structure (ORCA input):
```
! wB97M-V def2-TZVPD RIJCOSX def2/J DEFGRID3
* xyz 1 1
N 0.76350 0.58757 -0.19544
N 0.47403 -1.38671 0.97129
N -0.68759 -0.94564 1.46309
N -1.18270 0.12982 1.25368
C 1.10950 -0.57856 0.14581
C 0.14628 1.44782 -2.37103
C 0.87304 1.66087 -1.05004
C -1.33474 -1.94320 2.30711
H -1.60263 -1.49919 3.26657
H -0.92586 1.35781 -2.20342
H 2.03502 -1.04440 -0.21492
H -2.25195 -2.27814 1.81845
H 0.31687 2.29679 -3.02542
H 0.49392 0.54350 -2.86529
H 1.94332 1.88512 -1.21271
H -0.64612 -2.77636 2.43687
H 0.47611 2.54292 -0.52461
*
```

Atom charges from the Löwdin analysis, given in e for atoms 1 to 8: atom 1 (N): 0.17, atom 2 (N): 0.09, atom 3 (N): -0.31, atom 4 (N): 0.39, atom 5 (C): -0.17, atom 6 (C): -0.05, atom 7 (C): -0.24, atom 8 (C): 0.04

---

- Which value of energy does entry 3 give?
  -376.4572 hartree